114
Properties=species:S:1:pos:R:3:mulliken_charge:R:1 method="wB97M-V/def2-TZVPD" charge=-2 e_homo_ev=-3.03 e_above_lowest_kcal_mol=29.9 max_force_ev_per_a=2.8 total_energy_ev=-225239.9325
Cs 0.374 -0.941 -1.683 1.40
Br -1.553 7.219 2.788 -0.24
Br -5.208 4.887 -3.692 -0.23
S 0.506 -0.062 -4.803 0.78
O 1.118 0.508 -3.563 -0.61
N 2.472 1.427 0.707 -0.46
N 0.366 -0.002 2.967 -0.32
N -0.979 3.017 0.926 0.60
N 2.304 -4.347 -5.274 -0.80
N -2.439 2.125 -1.206 0.31
N 4.097 -6.035 -4.952 -0.68
N 2.106 -2.062 1.257 -0.48
N 3.089 -1.499 1.998 0.99
N 1.611 0.029 3.514 1.31
N 3.233 1.088 1.777 1.44
N 1.426 -2.395 -4.037 -0.70
C 5.420 -1.994 2.831 -1.23
C -3.886 0.126 2.339 -0.79
C 1.869 -3.334 -4.592 0.48
C -2.597 3.397 -0.850 0.62
C 2.401 -5.001 -0.875 -0.88
C 4.087 2.977 1.038 -1.85
C -6.377 -4.219 0.228 -0.45
C 3.110 4.290 -1.546 -0.59
C -0.275 3.380 2.000 -0.35
C -2.042 5.136 0.916 -0.84
C 1.142 2.936 -1.387 -0.05
C 2.408 3.264 -0.912 0.46
C 3.258 -5.227 -5.075 0.62
C -3.421 4.250 -1.574 -0.91
C 2.546 -3.257 0.895 -0.13
C 1.689 -5.739 -1.812 -0.57
C -0.355 -4.752 -1.018 -0.05
C 2.556 4.980 -2.618 -0.72
C -2.798 0.017 4.884 -0.77
C -4.178 -0.002 4.720 -0.51
C 1.547 0.210 4.863 0.60
C -1.945 0.109 3.782 0.69
C -0.478 0.141 3.981 0.49
C -3.089 1.646 -2.270 -0.42
C -3.711 -2.297 -1.607 -1.65
C 0.359 -4.018 -0.079 -0.74
C -1.842 3.870 0.381 0.86
C 0.587 3.618 -2.462 -0.52
C 4.213 2.005 1.999 1.02
C 2.985 2.564 0.252 0.39
C -4.802 -3.194 -1.326 0.60
C 0.221 0.299 5.203 -1.30
C 5.223 1.935 3.107 -1.17
C 1.285 4.648 -3.081 -0.86
C -2.722 -1.595 -1.887 0.07
C 1.811 -0.032 -6.036 -1.21
C 2.744 0.282 5.764 -1.31
C -0.353 1.380 -5.512 -0.92
C -4.729 0.057 3.444 -0.62
C -6.946 -4.970 -0.797 -0.39
C -5.324 -3.348 -0.030 -0.48
C -4.078 3.736 -2.681 -0.10
C -5.385 -3.967 -2.346 -0.49
C -0.398 4.628 2.599 -1.04
C 3.850 -3.480 1.402 -1.30
C -6.439 -4.838 -2.086 -0.39
C 4.159 -2.332 2.096 0.83
C 0.309 -5.607 -1.893 -0.70
C -3.934 2.421 -3.059 -0.59
C -1.302 5.492 2.029 -0.27
C 1.750 -4.118 -0.009 1.10
C -2.508 0.156 2.506 -0.67
B 2.947 -0.126 2.720 -1.57
H -0.183 0.453 6.197 0.37
H 0.579 2.145 -0.901 0.80
H -4.991 -3.870 -3.350 0.42
H -4.293 0.137 1.334 0.64
H -2.376 -0.050 5.882 0.28
H -2.754 5.830 0.491 0.49
H -2.944 0.578 -2.463 0.25
H -0.399 3.333 -2.822 0.55
H -0.158 -3.341 0.596 0.60
H 3.350 -0.626 5.705 0.20
H -4.824 -0.076 5.590 0.36
H -4.446 2.007 -3.918 0.50
H 2.527 -0.807 -5.765 0.34
H 2.406 0.405 6.795 0.36
H 2.219 -6.387 -2.506 0.52
H 3.822 -0.087 3.547 -0.39
H 0.847 5.186 -3.915 0.44
H -6.754 -4.318 1.242 0.36
H -6.866 -5.422 -2.896 0.34
H 2.270 0.963 -6.003 0.33
H 0.272 2.265 -5.347 0.22
H 5.904 2.782 3.014 0.37
H 4.753 1.979 4.095 0.08
H -5.806 0.026 3.310 0.39
H 3.119 5.773 -3.097 0.35
H -1.430 -4.634 -1.092 0.44
H -3.552 5.287 -1.296 0.45
H 1.374 -0.243 -7.019 0.39
H 0.188 4.901 3.465 0.51
H 5.247 -1.863 3.903 0.17
H 3.485 -5.076 -0.839 0.27
H 4.481 -4.356 1.299 0.46
H -1.859 0.216 1.640 0.84
H 6.138 -2.801 2.693 0.37
H -0.552 1.218 -6.578 0.45
H 0.420 2.634 2.392 0.35
H 5.868 -1.069 2.457 0.13
H -0.246 -6.151 -2.649 0.36
H -4.879 -2.779 0.773 0.54
H 4.702 3.863 0.934 0.36
H -7.764 -5.652 -0.593 0.35
H 3.395 1.125 5.513 0.11
H -1.297 1.478 -4.965 0.12
H 4.109 4.545 -1.207 0.35
H 5.811 1.013 3.070 0.10